No. 1
{
  "formula": "C24H19AuF3N2O4",
  "method": "the ωB97M-V functional and the def2-TZVPD basis",
  "homo_energy_ev": -11.6977,
  "largest_force_ev_per_a": 0.24,
  "orbital_gap_ev": 7.926,
  "relative_energy_kj_mol": 0.0,
  "total_charge": 1,
  "species": ["Au", "O", "C", "O", "C", "C", "C", "C", "C", "C", "C", "C", "C", "N", "H", "H", "H", "H", "H", "H", "O", "C", "O", "C", "N", "C", "C", "C", "H", "H", "H", "H", "H", "H", "H", "H", "H", "F", "C", "F", "F", "C", "C", "C", "C", "C", "C", "C", "C", "H", "H", "H", "H"],
  "positions_angstrom": [[-0.93983, -0.07188, 1.35891], [-4.71743, 0.22534, 2.42351], [-3.52713, 0.27416, 2.33433], [-2.87900, -0.03524, 1.21280], [-2.65410, 0.71333, 3.48921], [-3.27693, 1.15149, 4.65790], [-2.49052, 1.57207, 5.68971], [-1.08875, 1.53270, 5.56204], [-0.24508, 1.95199, 6.61865], [1.10910, 1.88585, 6.49039], [1.67255, 1.38955, 5.29663], [0.89013, 0.98133, 4.25376], [-0.51450, 1.05165, 4.35829], [-1.33802, 0.66192, 3.32355], [-4.35641, 1.14216, 4.69060], [-2.92742, 1.93195, 6.61288], [-0.70334, 2.31850, 7.52820], [1.75272, 2.20377, 7.29882], [2.74848, 1.32435, 5.20383], [1.33948, 0.58929, 3.35787], [3.22239, -0.38217, 1.25637], [2.10734, -0.21338, 0.78782], [1.06202, -0.08464, 1.52559], [1.98603, -0.08819, -0.73500], [3.36680, -0.37815, -1.27277], [3.78240, 0.76371, -2.15427], [3.04920, 1.94171, -1.53762], [1.68103, 1.35298, -1.18089], [1.27486, -0.80804, -1.12845], [3.42111, -1.28115, -1.73814], [3.93214, -0.43487, -0.39613], [3.42448, 0.55132, -3.16078], [4.86648, 0.83778, -2.16413], [2.97838, 2.77520, -2.23233], [3.57276, 2.28857, -0.64537], [1.01300, 1.34421, -2.04023], [1.18224, 1.90800, -0.38905], [-0.76994, -3.56868, -7.42054], [-1.80318, -2.80243, -7.02537], [-1.84484, -1.74684, -7.85695], [-2.92351, -3.50858, -7.20908], [-1.63144, -2.36054, -5.59607], [-0.52764, -1.57882, -5.27838], [-0.33761, -1.16383, -3.97523], [-1.24858, -1.52407, -2.97921], [-2.35295, -2.30588, -3.31090], [-2.54302, -2.72319, -4.61878], [-1.05869, -1.09816, -1.62019], [-0.96469, -0.75282, -0.47006], [0.17354, -1.29697, -6.05296], [0.51669, -0.54764, -3.72557], [-3.06027, -2.58052, -2.54074], [-3.40053, -3.32822, -4.87644]],
  "forces_ev_per_angstrom": [[-0.03, 0.19, -0.05], [0.03, 0.05, 0.00], [0.05, 0.00, 0.00], [-0.05, -0.09, 0.14], [0.03, -0.04, -0.06], [0.00, 0.00, -0.02], [0.02, -0.01, 0.00], [-0.03, 0.00, 0.02], [0.00, -0.01, 0.01], [-0.01, 0.00, 0.00], [0.00, 0.01, 0.02], [0.04, 0.00, -0.01], [-0.01, 0.01, -0.01], [-0.10, -0.06, -0.03], [0.00, 0.01, 0.00], [0.00, 0.00, 0.00], [0.00, 0.00, 0.00], [0.00, 0.00, 0.00], [0.00, 0.00, 0.00], [-0.01, 0.04, 0.08], [-0.02, 0.06, -0.05], [0.07, -0.14, -0.13], [-0.03, -0.12, 0.03], [0.02, 0.06, -0.02], [0.02, -0.03, 0.10], [0.01, 0.02, 0.01], [-0.02, 0.01, -0.03], [0.01, -0.02, 0.04], [0.05, 0.01, 0.07], [-0.03, 0.01, -0.03], [0.02, 0.02, -0.02], [0.01, -0.01, 0.00], [0.00, 0.01, 0.01], [0.00, 0.01, 0.01], [0.00, -0.02, 0.01], [0.00, -0.02, -0.06], [-0.02, 0.01, -0.01], [0.00, 0.00, 0.00], [0.00, 0.01, -0.01], [0.00, 0.00, 0.00], [0.00, 0.00, 0.00], [0.00, 0.00, 0.00], [0.00, -0.01, 0.00], [-0.01, -0.01, 0.01], [0.05, -0.05, -0.01], [-0.01, 0.00, 0.01], [0.00, 0.00, 0.00], [-0.24, -0.01, 0.00], [0.16, 0.08, -0.01], [0.00, 0.00, 0.00], [0.02, 0.04, 0.01], [0.00, 0.00, 0.00], [0.00, 0.00, 0.00]]
}

---

No. 2
{
  "formula": "C5H13NO2",
  "method": "the ωB97M-V functional and the def2-TZVPD basis",
  "homo_energy_ev": -8.0969,
  "smiles": "C=C/C=C/NC.O.O",
  "largest_force_ev_per_a": 1.70,
  "orbital_gap_ev": 8.720,
  "relative_energy_kj_mol": 264.8,
  "total_charge": 0,
  "species": ["C", "N", "C", "C", "C", "C", "H", "H", "H", "H", "H", "H", "H", "H", "H", "H", "H", "O", "H", "H", "O"],
  "positions_angstrom": [[0.75848, -0.83253, -2.94490], [0.41588, 0.14048, -1.91248], [1.10475, 0.10524, -0.70050], [1.00144, 1.00103, 0.27540], [1.59584, 0.78886, 1.61424], [0.99466, 1.29877, 2.68864], [1.72716, -0.64704, -3.38493], [0.55234, -1.85419, -2.61572], [0.06761, -0.78709, -3.80386], [0.23222, 1.04909, -2.31070], [1.67954, -0.80643, -0.53063], [0.60216, 2.00586, 0.26191], [2.55531, 0.28266, 1.70679], [1.46970, 1.08310, 3.63500], [0.13153, 1.94020, 2.55887], [-1.44929, -0.66400, 2.11635], [-2.81625, -0.94577, 1.59865], [-2.36982, -0.62109, 2.41944], [-2.04244, -1.67512, -1.76038], [-1.30361, -0.89715, -0.86771], [-2.24805, -1.04699, -1.05353]],
  "forces_ev_per_angstrom": [[-1.09, 0.12, -0.56], [0.20, -0.43, -0.61], [-0.42, 0.02, -0.43], [1.21, 0.31, 1.15], [-0.24, 0.19, -0.38], [0.96, -0.31, -0.34], [0.64, -0.50, 0.14], [0.79, 0.03, 0.35], [-0.03, 0.58, 0.39], [-0.09, 0.10, 0.37], [-0.21, 0.07, 0.00], [-0.77, -0.17, -0.84], [-0.29, -0.34, 0.03], [-0.41, 0.41, 0.33], [-0.14, -0.19, 0.43], [-0.06, 0.20, 0.43], [0.17, 0.42, 0.97], [-0.05, -0.57, -1.48], [-1.02, -0.17, -0.22], [-0.32, 0.91, 0.53], [1.17, -0.66, -0.26]]
}

---

No. 3
{
  "formula": "C25H26NO2S",
  "method": "the ωB97M-V functional and the def2-TZVPD basis",
  "homo_energy_ev": -9.9755,
  "largest_force_ev_per_a": 2.80,
  "orbital_gap_ev": 5.727,
  "relative_energy_kj_mol": 54.3,
  "total_charge": 1,
  "species": ["C", "O", "C", "C", "C", "C", "C", "C", "S", "C", "C", "O", "C", "C", "H", "H", "H", "H", "H", "H", "H", "H", "H", "H", "H", "H", "H", "H", "C", "C", "N", "C", "C", "C", "C", "C", "C", "C", "C", "C", "C", "C", "C", "H", "H", "H", "H", "H", "H", "H", "H", "H", "H", "H", "H"],
  "positions_angstrom": [[-5.40403, -1.93562, 2.49603], [-4.88377, -0.58446, 2.49082], [-3.53785, -0.39612, 2.48541], [-3.06903, 0.94542, 2.47684], [-1.71243, 1.20953, 2.46867], [-0.75713, 0.17270, 2.46890], [0.70655, 0.54140, 2.45504], [1.64226, -0.52826, 2.49895], [3.33020, -0.33832, 2.52188], [3.80503, -1.43307, 3.91656], [3.82106, -1.46652, 1.14968], [1.06602, 1.74458, 2.40611], [-1.23600, -1.15075, 2.47634], [-2.59537, -1.45161, 2.48658], [-6.48711, -1.80660, 2.49795], [-5.09044, -2.48574, 1.59780], [-5.08656, -2.48007, 3.39633], [-3.80016, 1.75045, 2.47657], [-1.36945, 2.24257, 2.46237], [1.32596, -1.56846, 2.54164], [4.90108, -1.44292, 3.94800], [3.39618, -0.97520, 4.82419], [3.40040, -2.44124, 3.76314], [4.91760, -1.47237, 1.12244], [3.42210, -2.47324, 1.32954], [3.41306, -1.04198, 0.22503], [-0.53051, -1.97770, 2.47359], [-2.92560, -2.49333, 2.49416], [4.02983, 2.68789, 0.87375], [3.69051, 3.17880, 2.20473], [2.79363, 4.13009, 2.40850], [2.56041, 4.74111, 3.66408], [3.23052, 4.52882, 4.85265], [2.82220, 5.29328, 5.96209], [1.77768, 6.23106, 5.85087], [1.11985, 6.44182, 4.63251], [1.52504, 5.69182, 3.52842], [1.10120, 5.67643, 2.15516], [1.89548, 4.71942, 1.46681], [1.71942, 4.49004, 0.11583], [0.72263, 5.22483, -0.55364], [-0.06835, 6.16698, 0.12310], [0.11620, 6.40298, 1.48989], [4.89927, 2.02972, 0.99188], [3.20708, 2.09823, 0.44700], [4.29950, 3.48750, 0.17062], [4.30955, 2.91207, 3.05736], [4.03742, 3.80122, 4.89768], [3.32344, 5.15507, 6.91864], [1.47841, 6.80526, 6.72956], [0.31305, 7.16344, 4.50732], [2.33385, 3.76847, -0.40793], [0.57036, 5.05214, -1.61850], [-0.83325, 6.72002, -0.42444], [-0.47167, 7.12617, 2.05544]],
  "forces_ev_per_angstrom": [[0.31, 0.56, 0.00], [0.21, -0.40, 0.00], [0.62, -0.09, 0.00], [-0.36, -0.82, 0.00], [0.19, -0.22, 0.00], [-0.46, 0.00, -0.03], [0.75, 0.16, 0.02], [-0.50, -0.09, 0.06], [-1.21, -1.39, -0.10], [0.48, 0.48, -0.26], [0.56, 0.49, 0.32], [-0.13, -0.35, -0.03], [0.22, 0.43, 0.01], [-0.47, 0.51, -0.01], [0.20, -0.11, 0.00], [-0.06, 0.18, 0.19], [-0.07, 0.18, -0.19], [0.12, -0.17, 0.00], [0.02, -0.24, 0.00], [0.18, 0.29, -0.01], [-0.22, -0.18, 0.15], [0.10, -0.14, -0.28], [0.04, 0.38, -0.03], [-0.21, -0.20, -0.16], [0.05, 0.40, 0.02], [0.09, -0.11, 0.32], [-0.24, 0.10, 0.00], [0.17, 0.42, -0.01], [0.64, -1.01, -0.32], [-1.45, 2.39, 0.20], [1.58, -1.81, -0.68], [-0.68, 0.96, 1.03], [-0.28, 0.27, 0.13], [-0.16, -0.01, -0.41], [0.16, -0.21, -0.13], [0.31, -0.37, -0.24], [0.70, -0.35, 1.23], [-0.08, -0.36, -1.24], [-1.03, 0.89, -0.02], [-0.11, 0.03, -0.21], [0.07, 0.08, 0.40], [0.21, -0.24, -0.08], [0.46, -0.37, 0.12], [-0.23, 0.11, -0.25], [0.07, 0.15, 0.13], [-0.15, -0.04, 0.29], [-0.40, -0.09, -0.03], [-0.13, 0.21, 0.34], [-0.14, 0.04, -0.25], [0.13, -0.20, -0.27], [0.24, -0.13, 0.27], [-0.42, 0.25, -0.12], [0.03, 0.06, 0.31], [0.25, -0.19, 0.16], [0.05, -0.16, -0.34]]
}

---

No. 4
{
  "formula": "C16H22N2O2",
  "method": "the ωB97M-V functional and the def2-TZVPD basis",
  "homo_energy_ev": -8.4372,
  "smiles": "Cc1oc2ccccc2c1CC(=O)NCCCN(C)C",
  "largest_force_ev_per_a": 14.27,
  "orbital_gap_ev": 9.107,
  "relative_energy_kj_mol": 1173.7,
  "total_charge": 0,
  "species": ["C", "C", "C", "C", "C", "C", "C", "C", "C", "O", "H", "H", "H", "H", "C", "H", "H", "C", "O", "N", "H", "C", "C", "H", "H", "C", "N", "C", "H", "H", "H", "C", "H", "H", "H", "H", "H", "H", "H", "H", "H", "H"],
  "positions_angstrom": [[2.08233, 1.42206, 2.51173], [1.99890, 0.43035, 1.32546], [1.97766, 0.71550, -0.04788], [1.62968, -0.69918, -0.62004], [1.43775, -1.33984, -2.03855], [1.10731, -2.59596, -1.99158], [0.98611, -3.49288, -0.77887], [1.21986, -2.88173, 0.22245], [1.43625, -1.52414, 0.40767], [1.69980, -0.91613, 1.65235], [1.11825, -3.35811, 1.21753], [0.77080, -4.31674, -1.21226], [1.05209, -3.09502, -3.14827], [1.50937, -0.42248, -2.70769], [1.88030, 1.91562, -0.86999], [2.54982, 2.56220, -0.15264], [2.18496, 1.61561, -1.73712], [0.46670, 2.50615, -0.53476], [0.36868, 3.60722, 0.04642], [-0.45916, 1.97959, -1.24928], [-0.21212, 1.07931, -1.93290], [-1.96263, 2.24493, -1.01000], [-2.43204, 1.32264, -0.05142], [-1.93004, 1.39557, 0.99326], [-3.46653, 1.66203, -0.17039], [-2.27806, -0.24415, -0.55149], [-2.90747, -1.42077, 0.37789], [-4.30554, -0.94286, 0.55934], [-4.69820, -0.27056, 1.31718], [-4.66730, -2.04069, 1.16738], [-4.83209, -0.91604, -0.42280], [-2.22853, -1.36459, 1.50302], [-1.10338, -1.40754, 1.44299], [-2.56106, -2.35938, 2.13170], [-2.37736, -0.54102, 2.29772], [-1.27718, -0.35469, -0.66670], [-2.86775, -0.37473, -1.66332], [-1.96095, 3.20483, -0.56941], [-2.37680, 2.05979, -2.10443], [2.97281, 1.78103, 2.65784], [1.72714, 0.93091, 3.51558], [1.36675, 2.41716, 2.42950]],
  "forces_ev_per_angstrom": [[-7.27, -1.27, 0.39], [-0.79, 1.19, -0.61], [-1.42, -6.32, 1.84], [0.02, 1.64, -2.06], [0.95, 6.71, 4.25], [-0.42, -4.18, -4.70], [-0.12, 2.92, -11.84], [0.90, 2.92, 13.94], [1.49, 1.24, 0.91], [-0.04, 1.03, -1.87], [0.22, -0.24, -0.36], [-1.48, -6.47, -0.83], [-0.25, 0.96, 3.44], [-0.08, -2.41, -0.49], [-0.48, 3.09, 9.76], [-0.64, -0.15, -2.60], [1.56, -0.43, -5.68], [3.55, 3.78, -1.35], [-0.16, -2.05, 0.48], [-3.13, -4.45, -3.75], [-0.86, 3.24, 2.80], [4.47, -0.46, -4.46], [-1.58, -4.31, 1.93], [-1.19, 0.29, -1.74], [-0.67, -0.82, 1.62], [-5.57, 0.61, -1.27], [-1.66, 6.08, -6.40], [-1.53, -6.46, 1.14], [1.06, 0.99, -0.17], [0.02, 2.86, -1.83], [0.39, 0.14, 0.93], [3.05, -2.52, 8.27], [-1.09, -0.25, -0.47], [0.96, 2.06, -1.00], [-0.30, -0.53, -1.31], [2.99, -1.10, -0.36], [1.76, 0.46, 3.02], [-0.43, 1.49, -0.38], [0.20, 0.94, 2.46], [5.26, 1.84, 0.72], [0.72, 0.63, -2.03], [1.57, -2.67, -0.34]]
}